Entry 1:
Here is the molecule C7H10 in a non-equilibrium geometry from the OMol25 dataset. Energies are from ωB97M-V with the def2-TZVPD basis set.

Each line ends with the natural charge from an NBO analysis.
Cartesian coordinates (Å):
C 1.662 -1.026 0.134  -0.580
C 0.332 -0.410 -0.485  -0.045
C 0.431 0.532 0.932  -0.347
C -0.592 1.355 0.289  -0.253
C -1.581 0.484 -0.433  -0.234
C -1.119 -0.970 -0.375  -0.395
C -0.296 0.915 -1.113  -0.229
H 1.974 -0.835 1.207  0.192
H 1.470 -2.081 0.127  0.208
H 2.518 -0.702 -0.437  0.219
H 0.254 0.036 1.904  0.191
H 1.391 1.084 1.029  0.200
H -0.827 2.350 0.604  0.209
H -2.584 0.878 -0.586  0.228
H -1.284 -1.559 0.530  0.190
H -1.550 -1.519 -1.234  0.214
H -0.144 1.531 -1.992  0.233

Results
E_LUMO: 1.1 eV
F_max: 4.59 eV Å⁻¹
2S+1: 1
Molar mass: 94.2 g mol⁻¹
Highest occupied orbital energy: -8.26 eV

Entry 2:
Here is the molecule C7H10 in a non-equilibrium geometry from the OMol25 dataset. Energies are from ωB97M-V with the def2-TZVPD basis set.

Each line ends with the natural charge from an NBO analysis.
Cartesian coordinates (Å):
C -2.613 -0.554 -1.954  -0.398
C -1.527 -0.044 -1.474  0.030
C -0.644 1.121 -1.223  -0.469
C -0.156 -0.339 -1.185  -0.303
C 0.466 -0.686 0.184  -0.179
C 1.010 0.332 0.921  -0.194
C 1.804 0.005 2.152  -0.649
H -3.391 0.216 -2.097  0.196
H -2.952 -1.561 -1.719  0.211
H -0.877 1.640 -0.257  0.232
H -0.199 1.832 -1.980  0.228
H 0.542 -0.701 -1.922  0.233
H 0.706 -1.751 0.279  0.200
H 0.999 1.317 0.456  0.209
H 1.418 0.758 2.990  0.216
H 2.938 0.105 2.072  0.218
H 1.713 -1.073 2.391  0.219

Results
E_LUMO: 1.0 eV
F_max: 3.75 eV Å⁻¹
2S+1: 1
Molar mass: 94.2 g mol⁻¹
Highest occupied orbital energy: -9.00 eV

Entry 3:
Here is the molecule C7H10 in a non-equilibrium geometry from the OMol25 dataset. Energies are from ωB97M-V with the def2-TZVPD basis set.

Each line ends with the natural charge from an NBO analysis.
Cartesian coordinates (Å):
C -0.875 -0.554 1.245  -0.434
C 0.708 -0.796 1.179  -0.409
C 0.587 -0.937 -0.376  -0.189
C -0.943 -0.552 -0.257  -0.231
C -0.619 0.745 -1.030  -0.227
C 0.440 1.609 -0.428  -0.428
C 0.839 0.367 -1.175  -0.236
H -1.330 -1.439 1.700  0.206
H -1.626 0.238 1.467  0.218
H 1.406 -0.022 1.515  0.210
H 1.036 -1.733 1.660  0.214
H 0.999 -1.838 -0.845  0.218
H -1.971 -0.866 -0.471  0.220
H -1.286 1.103 -1.807  0.215
H 0.621 2.538 -0.966  0.224
H 0.544 1.698 0.649  0.212
H 1.471 0.439 -2.058  0.218

Results
E_LUMO: 1.2 eV
F_max: 2.14 eV Å⁻¹
2S+1: 1
Molar mass: 94.2 g mol⁻¹
Highest occupied orbital energy: -9.00 eV

Entry 4:
Here is the molecule C7H10 from the OMol25 dataset. Energies are from ωB97M-V with the def2-TZVPD basis set.

Each line ends with the natural charge from an NBO analysis.
Cartesian coordinates (Å):
C 2.544 -0.471 -0.195  -0.249
C 1.412 -0.374 0.207  0.002
C 0.059 0.057 0.504  -0.150
C -1.065 -0.605 -0.288  -0.372
C -0.661 -0.983 -1.709  -0.609
C 0.041 1.559 0.724  -0.386
C -0.271 0.635 1.858  -0.395
H 3.520 -0.429 -0.619  0.235
H -1.909 0.096 -0.310  0.203
H -1.417 -1.499 0.242  0.205
H -0.205 -0.136 -2.230  0.208
H -1.526 -1.313 -2.291  0.211
H 0.074 -1.793 -1.703  0.215
H 1.018 2.030 0.728  0.225
H -0.746 2.135 0.249  0.214
H -1.311 0.560 2.165  0.218
H 0.444 0.531 2.667  0.226

Results
E_LUMO: 1.1 eV
F_max: 0.50 eV Å⁻¹
2S+1: 1
Molar mass: 94.2 g mol⁻¹
Highest occupied orbital energy: -9.20 eV

Entry 5:
Here is the molecule C7H10 in a non-equilibrium geometry from the OMol25 dataset. Energies are from ωB97M-V with the def2-TZVPD basis set.

Each line ends with the natural charge from an NBO analysis.
Cartesian coordinates (Å):
C 2.031 1.787 -0.027  -0.277
C 1.721 0.616 -0.025  0.019
C 1.403 -0.842 0.007  -0.488
C -0.003 -1.128 -0.496  -0.216
C -0.734 -0.068 -1.283  -0.426
C -1.231 -0.483 0.075  -0.221
C -1.245 0.488 1.240  -0.619
H 2.072 2.852 -0.166  0.242
H 2.089 -1.409 -0.635  0.240
H 1.546 -1.284 1.003  0.234
H -0.175 -2.154 -0.835  0.218
H -1.280 -0.387 -2.165  0.213
H -0.306 0.934 -1.326  0.227
H -2.081 -1.151 0.009  0.207
H -2.175 1.067 1.211  0.212
H -1.221 -0.037 2.201  0.207
H -0.410 1.197 1.214  0.226

Results
E_LUMO: 1.1 eV
F_max: 1.10 eV Å⁻¹
2S+1: 1
Molar mass: 94.2 g mol⁻¹
Highest occupied orbital energy: -9.70 eV

Entry 6:
Here is a structure of composition C7H10Br3N2 in a non-equilibrium geometry from the OMol25 dataset. Energies are from ωB97M-V with the def2-TZVPD basis set.

Each line ends with the natural charge from an NBO analysis.
Cartesian coordinates (Å):
C 0.609 -2.406 -3.267  -0.312
C -0.615 -1.688 -0.065  0.394
C 1.560 -1.857 -2.452  0.141
C -1.051 2.985 0.942  -0.610
C 1.314 -1.047 1.281  -0.460
C -0.302 1.729 0.457  -0.413
C -0.650 0.419 1.237  -0.234
N 2.313 -1.346 -1.705  -0.259
N -0.010 -0.780 0.702  -0.376
Br -0.277 -3.988 -2.768  0.207
Br -2.343 -1.601 -0.671  0.330
Br 0.051 -1.504 -4.807  0.241
H -0.916 3.056 2.093  0.205
H -0.590 3.828 0.425  0.242
H -2.172 2.969 0.883  0.223
H 1.894 -1.778 0.768  0.263
H 1.993 -0.066 1.526  0.265
H 1.320 -1.531 2.308  0.251
H 0.774 1.939 0.515  0.221
H -0.625 1.769 -0.630  0.223
H -0.556 0.595 2.232  0.239
H -1.721 0.302 0.994  0.217

Results
E_LUMO (spin up / spin down): -5.1 / -7.1 eV
F_max: 5.85 eV Å⁻¹
2S+1: 1
Molar mass: 361.9 g mol⁻¹
Net charge: +1
Highest occupied orbital energy (spin up / spin down): -14.10 / -12.07 eV

Entry 7:
Here is a cluster of 2 separate species, C7H10Cl2NSi in total in a non-equilibrium geometry from the OMol25 dataset. Energies are from ωB97M-V with the def2-TZVPD basis set.

Each line ends with the Mulliken spin population.
Cartesian coordinates (Å):
C 4.888 -0.127 0.036  0.078
C 4.180 -1.223 0.513  -0.032
C 4.309 0.761 -0.895  -0.034
C 2.803 -1.221 0.421  0.050
C 2.953 0.646 -1.121  0.069
C 2.182 -0.402 -0.522  -0.040
C -3.429 -0.079 -0.172  0.872
N -4.827 -0.370 0.244  0.017
Si 0.324 -0.513 -0.726  0.787
Cl -0.424 -2.219 0.008  0.059
Cl -0.913 0.415 -2.005  0.066
H 5.934 -0.070 0.044  0.006
H 4.571 -1.941 1.174  -0.002
H 4.683 1.720 -1.123  -0.001
H 2.327 -2.175 0.889  0.000
H 2.535 1.374 -1.745  0.002
H -2.906 0.322 0.735  0.014
H -3.454 0.736 -0.935  0.031
H -4.927 -1.304 0.863  0.011
H -5.290 -0.564 -0.650  0.009
H -5.572 0.267 0.650  0.036

Results
E_LUMO (spin up / spin down): -4.2 / -6.3 eV
F_max: 4.42 eV Å⁻¹
2S+1: 3
Molar mass: 207.2 g mol⁻¹
Net charge: +1
Highest occupied orbital energy (spin up / spin down): -8.98 / -11.83 eV

Entry 8:
Here is a cluster of 2 separate species, C7H10ClFN2O4 in total in a non-equilibrium geometry from the OMol25 dataset. Energies are from ωB97M-V with the def2-TZVPD basis set.

Each line ends with the Mulliken spin population.
Cartesian coordinates (Å):
C 2.085 -0.734 -2.626  -0.042
C -0.525 2.094 0.850  0.003
C -0.790 1.227 -0.388  0.008
C 0.430 -1.997 0.121  0.002
C -0.888 -2.264 0.804  0.001
C -0.262 0.079 -0.801  -0.001
C 2.330 0.514 -1.963  0.667
N 1.742 -1.659 -3.154  0.231
N 3.130 0.513 -0.921  0.395
O 3.807 -0.471 -0.517  0.601
O 3.235 1.624 -0.099  0.033
O 0.572 -0.578 0.070  0.000
O -1.865 -2.290 -0.226  0.001
F -3.106 -2.761 0.272  0.000
Cl 1.646 1.885 -2.764  0.102
H -0.560 3.089 0.569  -0.001
H 0.304 1.905 1.416  -0.002
H -1.320 1.865 1.601  0.000
H -1.284 1.774 -1.136  0.006
H 2.614 2.353 -0.259  0.000
H 0.431 -2.575 -0.797  -0.004
H 1.126 -2.372 0.768  0.004
H -0.900 -1.423 1.375  -0.001
H -0.852 -3.162 1.455  0.000
H -0.606 -0.355 -1.760  -0.006

Results
E_LUMO (spin up / spin down): 0.2 / -2.9 eV
F_max: 7.07 eV Å⁻¹
2S+1: 3
Molar mass: 240.6 g mol⁻¹
Highest occupied orbital energy (spin up / spin down): -7.36 / -9.13 eV

Entry 9:
Here is a cluster of 2 separate species, C7H10ClN4O3S in total in a non-equilibrium geometry from the OMol25 dataset. Energies are from ωB97M-V with the def2-TZVPD basis set.

Each line ends with the natural charge from an NBO analysis.
Cartesian coordinates (Å):
C -1.130 2.506 -0.485  0.263
C -1.806 -1.340 1.634  0.878
C -0.739 -0.640 -0.433  0.849
C -2.676 1.047 0.078  0.247
C 2.170 0.107 -1.288  -0.634
C 1.613 -0.061 0.161  -0.059
C -2.105 -0.246 -0.571  -0.215
N -1.310 1.903 -1.596  -0.281
N -2.328 1.012 -1.360  -0.226
N -1.843 2.039 0.630  -0.614
N -1.941 -2.345 0.986  -0.807
O -1.587 -0.357 2.198  -0.484
O -0.292 -1.705 -0.967  -0.580
O 0.102 0.185 0.198  -0.449
S -3.391 -1.445 -1.245  0.049
Cl -4.364 0.974 0.580  0.077
H -0.281 3.185 -0.439  0.234
H 1.768 -0.649 -1.883  0.221
H 1.799 1.021 -1.623  0.223
H 3.264 0.097 -1.368  0.255
H 2.011 0.526 0.953  0.228
H 1.752 -1.184 0.375  0.209
H -1.916 2.394 1.603  0.471
H -3.999 -0.622 -2.080  0.171
H -2.174 -3.244 1.176  0.444
H -0.912 -2.297 -1.217  0.531

Results
E_LUMO: -4.4 eV
F_max: 5.61 eV Å⁻¹
2S+1: 1
Molar mass: 265.7 g mol⁻¹
Net charge: +1
Highest occupied orbital energy: -12.60 eV

Entry 10:
Here is a structure of composition C7H10F2N4O12S2V3 in a non-equilibrium geometry from the OMol25 dataset. Energies are from ωB97M-V with the def2-TZVPD basis set.

Each line ends with the Mulliken spin population.
Cartesian coordinates (Å):
O 2.161 2.908 0.819  0.355
V 1.904 1.664 1.732  0.635
O 2.931 1.849 2.991  0.992
O -3.610 0.037 -2.712  0.018
V -2.034 -0.374 -2.694  -0.018
O -1.179 0.787 -3.422  0.007
O 0.367 -3.855 0.618  -0.331
V 1.457 -2.758 0.354  1.338
N 2.293 -2.481 2.202  -0.013
S 3.507 -2.723 3.090  0.004
O 3.359 -3.927 3.937  0.001
O 4.276 -1.607 3.641  -0.004
F 4.453 -3.324 1.909  0.000
S 1.496 -1.612 3.469  -0.003
O 1.387 -0.198 3.179  0.028
O 1.441 -2.017 4.836  0.004
F 0.095 -2.164 2.903  0.006
O -1.448 0.419 -0.724  -0.008
C -0.475 -0.004 0.038  0.003
O 0.041 0.940 0.590  -0.019
O -0.040 -1.161 0.125  -0.001
H -1.251 1.292 -0.375  0.000
C 2.260 1.841 -2.244  -0.027
C 1.513 2.494 -3.325  0.033
N 0.970 2.986 -4.209  0.047
H 1.538 1.360 -1.586  0.031
H 2.823 2.657 -1.792  0.003
H 2.970 1.181 -2.743  0.004
C -2.040 3.899 -3.767  0.033
C -2.414 3.486 -2.442  0.245
N -2.702 3.116 -1.370  0.508
H -1.083 4.415 -3.682  0.096
H -2.816 4.553 -4.164  0.008
H -1.923 2.978 -4.338  0.023
C -3.381 -2.984 2.025  0.000
C -3.328 -2.427 0.637  0.000
N -3.260 -1.926 -0.413  0.000
H -4.423 -2.872 2.324  0.000
H -2.779 -2.440 2.753  0.000
H -3.059 -4.006 1.828  0.000

Results
E_LUMO (spin up / spin down): -12.9 / -16.3 eV
F_max: 13.91 eV Å⁻¹
2S+1: 5
Molar mass: 597.1 g mol⁻¹
Net charge: +3
Highest occupied orbital energy (spin up / spin down): -19.02 / -19.03 eV